(1)
The following is a DFT calculation (the ωB97M-V functional and the def2-TZVPD basis) of 10 unconnected molecules or ions with the total composition C10H40N20O10.

Cartesian coordinates (Å):
C1 0.2077 2.6310 3.2990
O1 -0.8622 2.0111 3.2923
N1 0.5530 3.3971 4.2212
N2 1.1643 2.4735 2.3992
H1 1.4617 3.8052 4.3877
H2 -0.1668 3.4765 4.9253
H3 1.0481 1.6377 1.8442
H4 2.0107 3.0234 2.3639
C2 2.7415 -5.8749 -1.6040
O2 2.4607 -6.9079 -1.1107
N3 2.0621 -4.8235 -1.3741
N4 3.5433 -5.8485 -2.5554
H5 1.2230 -4.8594 -0.8131
H6 2.4067 -3.9728 -1.7957
H7 3.9579 -6.7548 -2.7197
H8 4.0367 -4.9673 -2.5603
C3 1.6907 -0.6017 -4.8393
O3 1.9801 0.5216 -4.4842
N5 0.9564 -0.8792 -5.8843
N6 2.0354 -1.6774 -4.2274
H9 0.8788 -1.8733 -6.0445
H10 0.6082 -0.1475 -6.4872
H11 1.6560 -2.5700 -4.5093
H12 2.6735 -1.6096 -3.4475
C4 -2.2568 2.0146 -4.4765
O4 -1.1665 2.3826 -4.9174
N7 -2.4708 0.8398 -3.9149
N8 -3.2961 2.7488 -4.6528
H13 -3.3489 0.5826 -3.4872
H14 -1.6918 0.1984 -3.8732
H15 -4.2118 2.3363 -4.5449
H16 -3.1120 3.6653 -5.0351
C5 -3.8451 3.2699 1.8318
O5 -3.2479 2.7899 0.8979
N9 -4.5935 4.2693 1.7161
N10 -3.8859 2.7437 3.0092
H17 -4.8352 4.5947 0.7910
H18 -4.8774 4.8134 2.5183
H19 -3.3198 1.9433 3.2522
H20 -4.7172 3.0709 3.4804
C6 0.3081 -0.0840 -0.0096
O6 0.8413 -0.4646 0.9891
N11 0.6815 -0.4579 -1.2399
N12 -0.8457 0.5652 -0.0096
H21 0.1740 -0.4362 -2.1128
H22 1.1583 -1.3452 -1.1660
H23 -1.3969 0.5114 -0.8543
H24 -1.0316 0.7810 0.9594
C7 -1.6549 4.8662 -0.8566
O7 -1.4548 5.9667 -1.3188
N13 -2.5965 4.1550 -1.4320
N14 -1.0840 4.3079 0.1473
H25 -2.9821 3.3798 -0.9120
H26 -3.0654 4.5228 -2.2475
H27 -1.4431 3.4837 0.6075
H28 -0.2927 4.6453 0.6766
C8 3.8354 -2.1833 -0.7484
O8 2.9515 -2.3401 -1.5667
N15 5.0431 -2.6677 -0.8231
N16 3.7151 -1.7164 0.4892
H29 5.7158 -2.7317 -0.0724
H30 5.1840 -3.1652 -1.6907
H31 2.8902 -1.3382 0.9326
H32 4.4514 -1.7591 1.1792
C9 2.7791 -3.3262 3.2670
O9 3.8274 -2.7638 3.5614
N17 2.5380 -4.5565 3.0643
N18 1.7066 -2.7538 2.8239
H33 3.2245 -5.2097 3.4138
H34 1.5798 -4.8606 2.9666
H35 1.4451 -1.7889 2.9674
H36 1.0384 -3.3276 2.3296
C10 -3.1724 -0.3791 4.0308
O10 -3.8042 -1.3867 4.2841
N19 -2.3698 -0.2635 3.0637
N20 -3.1303 0.6735 4.8058
H37 -2.1931 -1.0994 2.5251
H38 -1.8528 0.5754 2.8422
H39 -2.4632 1.4103 4.6268
H40 -3.7056 0.6885 5.6359

Forces on the atoms, in the same order (eV/Å):
-0.2 -3.2 -2.7
-0.6 0.2 -0.5
-0.1 4.5 6.0
0.5 -1.0 -2.8
-0.3 -0.3 -0.1
0.4 0.5 0.3
0.6 0.0 -0.4
-0.2 -0.4 0.1
-3.9 -2.3 2.6
-1.3 -5.1 3.0
-2.3 5.0 1.0
5.9 1.3 -5.7
0.6 0.0 -0.1
-0.9 0.3 0.4
0.7 0.5 -0.1
0.8 -0.5 -1.1
0.1 3.3 -0.1
0.4 1.1 0.4
-2.2 -0.6 -2.8
1.7 -3.8 2.9
-0.5 0.6 -1.1
0.1 -0.4 0.1
0.5 0.1 0.4
-0.2 -0.3 0.1
4.4 -0.2 -1.8
0.0 -0.4 0.8
0.0 -2.6 1.6
-4.0 2.8 0.2
0.3 0.0 -0.2
-0.2 0.1 -0.1
0.0 0.7 -0.3
-0.5 -0.3 -0.3
1.5 -3.2 0.2
2.3 -1.4 -3.1
-4.0 6.3 -1.5
0.0 -0.6 2.6
0.0 0.2 0.4
-0.2 0.0 -0.4
-0.8 0.3 0.0
0.5 -1.1 1.0
-1.8 -1.0 -3.3
2.0 -0.1 2.9
1.7 -1.8 -1.0
-0.4 1.6 1.0
-0.2 0.8 0.4
0.9 0.1 -0.4
-0.5 0.5 0.9
-1.6 0.5 -0.5
-0.2 -3.3 0.9
0.8 4.3 -1.4
-1.6 -0.4 -1.9
2.6 -0.5 2.9
-0.6 -0.3 0.7
0.1 -0.2 -0.2
-0.8 -0.5 -0.5
0.0 0.8 -0.6
-0.3 -0.1 3.5
-0.8 0.9 -1.6
3.1 -2.0 -3.2
-1.7 2.1 2.6
-0.3 0.0 -0.4
0.8 0.0 0.3
-0.5 -0.1 -0.8
0.1 -0.2 -0.4
2.3 3.2 -0.4
0.2 -0.1 0.7
1.4 -7.6 0.7
-4.7 4.7 -1.2
-0.2 -0.3 -0.3
0.7 -0.4 0.3
0.4 -0.2 -0.2
0.0 0.8 0.2
-2.0 -2.6 2.9
-0.9 -0.7 0.1
3.6 -0.6 -6.1
-0.9 3.2 3.0
-0.1 0.3 -0.1
0.2 -0.4 0.3
0.2 -0.3 0.6
0.2 0.0 -0.2

Results
Total charge: +1
Multiplicity: 2


(2)
The following is a DFT calculation (the ωB97M-V functional and the def2-TZVPD basis) of 10 unconnected molecules or ions with the total composition C10H40O10.

Cartesian coordinates (Å):
C1 -0.8812 -0.1336 -0.0721
O1 0.4935 0.0905 0.2024
H1 -1.3371 0.6676 -0.6536
H2 -1.0167 -1.0079 -0.7089
H3 -1.4672 -0.1849 0.8455
H4 0.3541 0.5826 1.0148
C2 2.4940 0.2744 -2.8420
O2 1.8684 1.1650 -1.9759
H5 3.0618 -0.4867 -2.3068
H6 1.8261 -0.2804 -3.5009
H7 3.1405 0.9311 -3.4242
H8 1.4438 0.7251 -1.2357
C3 3.6573 -1.8917 -0.2450
O3 4.1390 -1.8002 1.1027
H9 3.1360 -0.9427 -0.3705
H10 4.5194 -2.0469 -0.8936
H11 2.9348 -2.6788 -0.4609
H12 3.4205 -2.0087 1.7043
C4 -3.3191 -1.1953 3.2879
O4 -2.3352 -0.1970 3.6153
H13 -3.0243 -2.1363 3.7524
H14 -4.3513 -0.9902 3.5715
H15 -3.3997 -1.2584 2.2027
H16 -2.0032 -0.4033 4.4921
C5 -0.5632 -2.7934 -4.3326
O5 0.7645 -2.5506 -4.7487
H17 -0.7974 -2.4295 -3.3321
H18 -1.1613 -2.2208 -5.0415
H19 -0.5292 -3.8824 -4.3640
H20 1.3250 -3.1070 -4.2029
C6 -0.8840 3.7480 0.3745
O6 -0.8696 2.6189 1.2072
H21 -1.8752 4.0264 0.0166
H22 -0.5263 4.6099 0.9378
H23 -0.3063 3.6130 -0.5399
H24 -1.7247 2.1914 1.2954
C7 -1.1845 1.3083 -3.8613
O7 -2.2876 1.4534 -4.7887
H25 -0.8596 0.2750 -3.7398
H26 -0.2370 1.7602 -4.1545
H27 -1.4045 1.8086 -2.9182
H28 -2.0441 0.9024 -5.5361
C8 -4.9131 1.9654 2.1575
O8 -3.5325 1.7460 1.9586
H29 -5.6139 1.1821 1.8686
H30 -5.1724 2.2375 3.1806
H31 -5.2912 2.8516 1.6477
H32 -3.2273 1.0191 2.5065
C9 3.3857 1.5625 1.6517
O9 3.6835 0.8671 2.8538
H33 2.3494 1.7895 1.4016
H34 3.9033 2.5208 1.6103
H35 3.7698 0.9257 0.8548
H36 3.3838 -0.0420 2.9266
C10 1.2406 -2.4042 2.3993
O10 2.4308 -2.1060 3.1866
H37 1.0642 -3.4794 2.3678
H38 0.3952 -1.9035 2.8712
H39 1.3348 -2.0456 1.3743
H40 2.6197 -2.8116 3.8096

Forces on the atoms, in the same order (eV/Å):
-0.8 -0.1 -1.1
-0.7 -0.2 0.3
0.2 0.4 -0.1
0.2 -0.4 0.4
0.1 -0.5 0.1
1.1 0.6 0.4
0.4 0.0 -0.1
-0.5 0.7 0.1
0.4 0.1 -0.1
-0.3 0.1 -0.2
0.3 -0.5 -0.3
-0.3 -0.3 0.4
0.1 0.8 1.1
0.4 -0.8 -0.9
0.1 0.0 -0.9
-0.1 0.4 -0.1
0.0 -0.4 0.4
-0.1 -0.1 0.5
0.2 -0.1 -0.1
-1.2 -0.1 -1.1
-0.1 -0.2 -0.3
0.0 0.5 0.7
0.5 -0.3 -0.1
0.4 0.0 0.7
0.8 -0.3 -0.2
1.1 1.0 0.1
0.1 0.0 0.2
-0.5 -0.7 0.0
-1.8 -0.1 0.0
0.3 0.1 0.0
-0.6 0.4 -0.2
0.7 -0.4 0.1
-0.4 -0.2 0.2
0.3 0.0 -0.1
0.4 -0.2 0.1
-0.5 0.4 0.0
0.4 0.2 -0.1
1.0 -0.1 0.7
-0.6 -0.3 0.4
-0.1 0.6 -0.7
-0.5 -0.4 0.0
-0.2 0.1 -0.2
-0.7 0.8 0.5
-0.8 0.4 -0.8
0.4 -0.6 -0.2
0.4 -0.4 0.5
0.7 0.1 -0.6
0.2 -0.2 0.7
0.5 -1.3 -0.6
0.0 1.4 0.8
-0.4 -0.2 0.6
0.2 -0.2 0.4
0.0 0.3 -0.5
-0.4 -0.1 -0.7
0.1 -0.1 0.9
-0.3 0.2 -0.9
-0.1 0.0 0.0
-0.2 -0.1 -0.1
0.3 0.2 0.1
-0.3 -0.1 0.0

Results
Total charge: -1
Multiplicity: 2


(3)
The following is a DFT calculation (the ωB97M-V functional and the def2-TZVPD basis) of 10 unconnected molecules or ions with the total composition C10H40O10.

Cartesian coordinates (Å):
C1 4.4917 0.6508 -0.5495
O1 3.5548 0.8930 -1.5717
H1 4.1885 1.2032 0.3359
H2 4.5420 -0.4155 -0.2713
H3 5.5073 0.9663 -0.8205
H4 3.7731 0.3583 -2.3371
C2 1.2081 4.1276 1.2596
O2 2.2765 3.4441 1.8324
H5 1.3811 5.1872 1.4100
H6 1.1700 3.9579 0.1730
H7 0.2510 3.8128 1.6825
H8 2.1022 2.5018 1.7004
C3 0.5156 0.6822 0.1652
O3 -0.2100 0.8227 -1.0347
H9 0.3533 1.5197 0.8389
H10 0.2484 -0.2439 0.6910
H11 1.5918 0.6309 -0.0456
H12 -0.0513 -0.0209 -1.4849
C4 -2.9417 2.6194 -0.3251
O4 -3.4820 1.2915 -0.2273
H13 -1.8907 2.6308 -0.6282
H14 -3.5171 3.2135 -1.0270
H15 -2.9811 3.1428 0.6528
H16 -2.7602 0.6825 -0.0468
C5 -2.7217 -1.7612 -0.3701
O5 -2.3233 -3.1210 -0.0389
H17 -2.0425 -1.0757 0.1548
H18 -2.6068 -1.5106 -1.4323
H19 -3.7623 -1.6792 -0.0765
H20 -1.3649 -3.1151 0.0950
C6 1.4569 -2.6286 0.9477
O6 0.4159 -3.5696 0.7458
H21 1.6822 -2.2056 -0.0349
H22 1.1358 -1.8066 1.5912
H23 2.3893 -3.0350 1.3393
H24 0.5257 -4.3684 1.2696
C7 -2.3562 0.9407 -3.7937
O7 -3.3468 1.8802 -3.4826
H25 -2.4800 0.0393 -3.1903
H26 -2.3075 0.6895 -4.8568
H27 -1.3989 1.3639 -3.4819
H28 -4.0783 1.3755 -3.1161
C8 -0.7524 -2.0471 -3.8906
O8 -0.1908 -1.6760 -2.6395
H29 -0.5733 -1.3197 -4.6871
H30 -0.3791 -3.0167 -4.2500
H31 -1.8172 -2.1962 -3.7323
H32 0.7479 -1.8765 -2.6064
C9 3.3301 0.7584 3.4851
O9 2.0910 0.3549 2.7915
H33 3.4602 0.1488 4.3768
H34 4.1598 0.6851 2.7897
H35 3.1819 1.7875 3.8124
H36 1.7448 -0.4282 3.2321
C10 -2.1725 -1.7366 3.2401
O10 -0.9280 -2.4059 3.2438
H37 -2.5343 -1.7730 4.2684
H38 -2.0515 -0.6789 2.9911
H39 -2.8779 -2.2541 2.5945
H40 -0.5769 -2.3970 2.3395

Forces on the atoms, in the same order (eV/Å):
0.5 -0.5 0.3
-0.3 0.1 -0.1
-0.1 0.1 -0.1
-0.1 0.2 -0.1
-0.1 0.1 0.0
0.1 0.0 -0.1
-0.4 0.2 -0.9
0.6 -0.8 0.4
-0.2 0.2 0.2
-0.1 0.1 0.1
-0.1 0.2 0.1
0.2 0.1 0.2
0.7 -0.2 0.2
-0.1 -0.3 0.1
-0.3 0.1 -0.1
-0.1 0.3 0.1
-0.1 0.0 0.1
-0.5 0.3 -0.5
0.3 0.1 0.8
0.1 0.6 -0.2
-0.2 -0.2 -0.2
-0.1 -0.2 -0.2
-0.1 -0.3 -0.3
0.1 0.2 -0.1
0.8 -1.1 0.2
-0.2 1.0 -0.4
-0.5 0.1 0.2
-0.1 -0.4 0.1
0.0 0.4 0.1
-0.1 -0.2 -0.1
0.3 0.3 -0.4
-0.1 -0.1 0.0
0.0 0.1 0.1
0.1 -0.1 0.0
-0.1 -0.3 0.1
0.1 0.1 0.1
0.9 -0.1 0.5
-0.7 0.1 -0.1
0.0 -0.1 -0.2
-0.2 0.0 0.0
0.1 0.0 -0.2
-0.1 0.3 0.1
0.1 -0.7 -0.3
0.1 0.2 0.3
-0.1 0.2 0.2
0.1 0.2 0.2
-0.1 0.3 0.0
0.0 -0.1 -0.3
-1.6 -0.1 -0.2
1.0 0.2 0.4
0.3 -0.1 -0.1
0.2 -0.1 0.1
0.2 0.0 -0.1
0.0 0.2 0.0
0.0 0.0 0.6
0.7 0.0 -0.4
-0.1 0.0 -0.1
-0.2 0.0 -0.3
-0.2 0.2 -0.2
-0.3 -0.2 0.3

Results
Structure (SMILES): CO.CO.CO.CO.CO.CO.CO.CO.CO.CO
Multiplicity: 1


What are the energy relative to the best compared isomer or geometry (same formula, charge and spin) values for these records? In order: 264.8, 115.2, 395.4 kJ/mol.